No. 1
Computed, not measured: a structure of composition C19H51HgNO17 at a distorted geometry, with ωB97M-V/def2-TZVPD.

Gap between HOMO and LUMO ... 3.88 eV
Charge ... 0

Last column: Löwdin charge in e.
Element x y z (Å)
Hg  1.961  0.498  3.114  0.77
C  -0.118  0.172  -0.050  -0.97
O  1.052  0.572  0.071  0.14
O  -0.662  0.133  1.062  0.12
O  -0.581  -0.265  -1.122  0.12
C  2.411  4.057  -3.560  -0.22
C  3.765  3.703  -2.844  -0.23
O  4.209  4.686  -1.897  -0.07
O  1.280  3.653  -2.812  -0.07
H  2.377  3.428  -4.449  0.11
H  2.533  5.073  -3.934  0.12
H  4.617  3.517  -3.498  0.11
H  3.729  2.713  -2.390  0.10
H  5.164  4.731  -1.989  0.08
H  1.448  2.795  -2.417  0.07
C  -4.103  3.316  -2.126  -0.25
C  -3.477  4.405  -1.234  -0.25
O  -2.695  5.389  -1.886  -0.06
O  -4.907  3.893  -3.133  -0.05
H  -4.789  2.782  -1.469  0.11
H  -3.341  2.660  -2.546  0.12
H  -2.820  3.925  -0.509  0.10
H  -4.269  4.917  -0.687  0.12
H  -2.254  4.987  -2.638  0.08
H  -4.262  3.866  -3.843  0.08
C  -3.367  -4.493  -1.874  -0.22
C  -3.818  -3.801  -3.193  -0.22
O  -3.957  -2.412  -2.948  -0.08
O  -2.034  -4.079  -1.603  -0.07
H  -3.398  -5.582  -1.892  0.12
H  -4.009  -4.162  -1.058  0.12
H  -4.767  -4.161  -3.589  0.12
H  -3.064  -3.715  -3.976  0.12
H  -3.290  -2.134  -2.315  0.06
H  -1.987  -3.125  -1.696  0.06
C  -5.358  1.470  3.000  -0.31
C  -5.593  -0.015  3.008  -0.25
O  -5.079  -0.550  1.826  -0.05
O  -4.096  1.922  3.215  -0.03
H  -5.943  1.912  3.807  0.12
H  -5.762  1.869  2.070  0.12
H  -6.624  -0.269  3.255  0.12
H  -5.047  -0.502  3.816  0.12
H  -4.280  -0.083  1.572  0.07
H  -3.486  1.459  2.637  0.08
C  2.418  4.889  3.081  -0.27
C  0.955  4.832  2.861  -0.22
O  0.439  3.854  3.816  -0.12
O  2.957  3.722  2.518  -0.13
H  2.821  4.916  4.094  0.13
H  2.869  5.802  2.693  0.12
H  0.563  4.524  1.892  0.12
H  0.410  5.752  3.077  0.12
H  -0.517  3.864  3.727  0.07
H  2.967  3.911  1.577  0.08
C  0.616  -1.659  -6.022  -0.22
C  2.002  -1.437  -5.376  -0.26
O  2.062  -1.589  -3.985  -0.05
O  -0.430  -0.778  -5.523  -0.06
H  0.369  -2.718  -5.948  0.11
H  0.739  -1.533  -7.098  0.11
H  2.256  -0.410  -5.640  0.11
H  2.695  -2.066  -5.935  0.12
H  1.420  -1.003  -3.578  0.07
H  -0.477  -0.830  -4.565  0.06
C  4.855  -1.220  0.912  -0.17
O  4.401  -1.534  2.153  -0.26
C  4.709  -2.897  2.489  -0.22
C  3.820  -3.180  3.675  -0.19
N  2.374  -2.815  3.467  -0.05
C  1.662  -3.698  2.515  -0.19
C  1.369  -5.109  3.101  -0.22
O  0.691  -4.954  4.325  -0.20
C  -0.642  -4.414  4.122  -0.08
H  4.367  -1.852  0.170  0.09
H  5.902  -1.459  0.722  0.09
H  4.712  -0.167  0.671  0.09
H  5.756  -3.057  2.749  0.13
H  4.523  -3.550  1.636  0.11
H  4.278  -2.627  4.496  0.12
H  3.955  -4.243  3.877  0.11
H  1.995  -3.202  4.319  0.08
H  2.200  -3.727  1.568  0.11
H  0.646  -3.409  2.244  0.10
H  2.329  -5.597  3.270  0.11
H  0.734  -5.753  2.492  0.12
H  -1.093  -4.776  3.198  0.09
H  -0.605  -3.332  3.996  0.08
H  -1.380  -4.625  4.896  0.09


No. 2
Computed, not measured: a cluster of 4 separate species, C19H52BNO14P3 in total, with ωB97M-V/def2-TZVPD.

Gap between HOMO and LUMO ... 9.75 eV
Charge ... +1

Last column: Löwdin charge in e.
Element x y z (Å)
C  3.556  -0.028  4.016  -0.10
C  3.741  0.104  2.493  -0.24
C  2.638  0.927  1.796  -0.20
C  1.499  0.119  1.157  -0.19
C  0.277  -0.101  2.057  -0.20
C  0.352  -1.373  2.936  -0.20
C  -0.515  -2.519  2.404  -0.17
C  -2.047  -2.297  2.515  -0.15
C  -2.486  -1.403  3.669  -0.12
N  -2.671  0.027  3.234  0.19
B  -3.439  0.893  4.297  -0.66
O  -4.343  1.757  3.822  0.26
O  -3.129  0.734  5.596  0.08
C  -1.820  1.227  5.960  0.00
H  3.038  -0.955  4.270  0.05
H  2.965  0.801  4.410  0.07
H  4.511  -0.063  4.539  0.07
H  3.707  -0.900  2.063  0.10
H  4.717  0.536  2.276  0.10
H  3.125  1.480  0.988  0.10
H  2.245  1.682  2.484  0.10
H  1.879  -0.835  0.780  0.13
H  1.160  0.672  0.277  0.04
H  0.217  0.777  2.718  0.10
H  -0.636  -0.103  1.452  0.10
H  0.139  -1.169  3.988  0.09
H  1.386  -1.723  2.921  0.10
H  -0.265  -3.422  2.965  0.12
H  -0.240  -2.700  1.363  0.12
H  -2.507  -3.271  2.677  0.12
H  -2.426  -1.924  1.559  0.11
H  -1.837  -1.432  4.538  0.12
H  -3.468  -1.729  4.015  0.14
H  -3.201  0.047  2.364  0.17
H  -1.758  0.470  3.079  0.12
H  -4.153  2.081  2.928  0.12
H  -1.038  0.562  5.585  0.09
H  -1.778  1.264  7.044  0.11
H  -1.680  2.241  5.581  0.11
C  -0.492  5.102  0.826  -0.08
O  -1.186  4.493  -0.276  -0.20
P  -1.684  2.994  -0.204  0.34
O  -1.959  2.528  1.169  -0.25
O  -0.642  2.134  -1.002  -0.18
C  0.768  2.390  -0.879  -0.08
O  -2.889  2.953  -1.209  -0.19
C  -4.245  3.068  -0.759  -0.07
H  0.303  5.716  0.411  0.10
H  -1.186  5.730  1.381  0.09
H  -0.068  4.358  1.498  0.07
H  1.041  2.651  0.145  0.08
H  1.056  3.190  -1.557  0.11
H  1.292  1.481  -1.160  0.09
H  -4.692  3.939  -1.233  0.10
H  -4.299  3.174  0.324  0.07
H  -4.783  2.174  -1.067  0.09
C  -5.027  -4.024  -1.476  -0.10
O  -4.316  -4.269  -2.693  -0.21
P  -2.824  -3.748  -2.884  0.33
O  -2.082  -3.598  -1.626  -0.24
O  -2.945  -2.447  -3.772  -0.20
C  -3.991  -1.502  -3.545  -0.09
O  -2.228  -4.733  -3.946  -0.19
C  -1.393  -5.832  -3.540  -0.07
H  -6.055  -3.784  -1.737  0.09
H  -5.008  -4.922  -0.861  0.09
H  -4.589  -3.201  -0.911  0.07
H  -4.196  -1.374  -2.481  0.08
H  -4.896  -1.820  -4.061  0.10
H  -3.657  -0.552  -3.952  0.09
H  -1.867  -6.755  -3.863  0.09
H  -1.248  -5.842  -2.462  0.08
H  -0.431  -5.723  -4.035  0.09
C  4.272  -1.044  -4.798  -0.09
O  5.283  -0.033  -4.678  -0.21
P  5.001  1.293  -3.847  0.33
O  4.002  1.123  -2.786  -0.24
O  4.693  2.410  -4.918  -0.20
C  3.881  2.120  -6.059  -0.08
O  6.433  1.758  -3.401  -0.20
C  6.913  1.472  -2.079  -0.08
H  4.306  -1.422  -5.818  0.09
H  4.490  -1.852  -4.103  0.09
H  3.279  -0.653  -4.583  0.08
H  3.052  1.457  -5.807  0.08
H  4.490  1.672  -6.842  0.10
H  3.476  3.065  -6.410  0.09
H  7.815  0.872  -2.165  0.09
H  6.165  0.941  -1.492  0.08
H  7.150  2.417  -1.594  0.09


No. 3
Computed, not measured: a cluster of 3 separate species, C19H52N8O5P2 in total at a distorted geometry, with ωB97M-V/def2-TZVPD.

Gap between HOMO and LUMO ... 8.53 eV
Charge ... 0
Structure (SMILES) ... CN(C)P(=O)(N(C)C)N(C)C.CN(C)P(=O)(N(C)C)N(C)C.CCOCN(C)C(=O)OCCN

Last column: Löwdin charge in e.
Element x y z (Å)
C  -3.040  3.147  -2.030  -0.05
C  -4.004  3.658  -3.124  -0.24
O  -4.485  4.952  -2.784  -0.13
C  -3.660  5.955  -3.311  -0.22
N  -4.222  7.285  -3.116  -0.05
C  -5.676  7.290  -3.015  -0.05
C  -3.621  7.956  -2.037  -0.51
O  -4.274  8.442  -1.134  0.12
O  -2.264  8.035  -1.995  0.00
C  -1.609  8.382  -3.223  -0.18
C  -0.329  7.572  -3.303  -0.26
N  0.530  7.947  -2.175  0.00
H  -2.047  2.962  -2.432  0.07
H  -3.406  2.184  -1.676  0.05
H  -2.983  3.824  -1.184  0.08
H  -4.847  2.989  -3.252  0.12
H  -3.438  3.699  -4.058  0.11
H  -2.652  5.882  -2.901  0.12
H  -3.548  5.784  -4.393  0.14
H  -6.042  8.310  -2.963  0.09
H  -6.041  6.772  -2.133  0.09
H  -6.104  6.837  -3.905  0.09
H  -2.224  8.201  -4.103  0.12
H  -1.356  9.443  -3.239  0.13
H  0.199  7.759  -4.233  0.12
H  -0.638  6.523  -3.231  0.10
H  1.383  7.403  -2.222  0.06
H  0.095  7.635  -1.314  0.07
O  -2.390  -0.226  -0.470  -0.31
P  -2.084  -1.339  0.499  0.69
N  -2.122  -2.689  -0.546  -0.32
C  -2.775  -3.960  -0.335  -0.14
C  -1.396  -2.609  -1.803  -0.13
N  -3.511  -1.200  1.485  -0.34
C  -4.669  -2.039  1.254  -0.13
C  -3.923  0.178  1.732  -0.15
N  -1.292  -2.195  1.748  -0.29
C  -0.037  -2.897  1.473  -0.11
C  -1.478  -1.875  3.167  -0.10
H  -2.163  -4.785  -0.717  0.08
H  -3.745  -3.997  -0.844  0.08
H  -2.928  -4.178  0.722  0.06
H  -0.322  -2.797  -1.662  0.07
H  -1.504  -1.628  -2.266  0.07
H  -1.769  -3.340  -2.522  0.08
H  -4.996  -2.028  0.205  0.09
H  -5.504  -1.699  1.869  0.08
H  -4.483  -3.068  1.566  0.06
H  -4.493  0.604  0.898  0.08
H  -3.055  0.817  1.901  0.07
H  -4.535  0.223  2.637  0.08
H  -0.183  -3.976  1.580  0.09
H  0.768  -2.591  2.145  0.08
H  0.323  -2.696  0.468  0.05
H  -2.278  -2.487  3.586  0.08
H  -1.725  -0.828  3.324  0.07
H  -0.573  -2.072  3.744  0.08
O  3.770  -2.127  1.812  -0.31
P  4.853  -3.161  1.629  0.69
N  3.938  -4.465  1.021  -0.32
C  3.987  -5.853  1.420  -0.13
C  2.997  -4.198  -0.055  -0.13
N  5.303  -3.341  3.297  -0.34
C  4.754  -4.406  4.112  -0.13
C  5.318  -2.085  4.042  -0.15
N  6.346  -3.844  1.147  -0.30
C  6.552  -4.255  -0.243  -0.11
C  7.599  -3.593  1.868  -0.10
H  3.880  -6.515  0.554  0.08
H  3.184  -6.091  2.126  0.08
H  4.941  -6.121  1.874  0.07
H  3.499  -4.146  -1.030  0.07
H  2.476  -3.254  0.100  0.05
H  2.231  -4.971  -0.120  0.08
H  3.657  -4.452  4.063  0.08
H  5.037  -4.260  5.155  0.08
H  5.172  -5.375  3.833  0.06
H  4.319  -1.781  4.374  0.08
H  5.725  -1.278  3.432  0.07
H  5.966  -2.184  4.917  0.08
H  6.670  -5.341  -0.296  0.09
H  7.437  -3.791  -0.683  0.08
H  5.714  -3.970  -0.875  0.06
H  7.761  -4.369  2.617  0.08
H  7.601  -2.627  2.365  0.07
H  8.458  -3.598  1.194  0.08


Which of these has the highest charge?
C19H52BNO14P3


The highest charge belongs to which entry?
C19H52BNO14P3


The lowest gap between HOMO and LUMO belongs to which entry?
C19H51HgNO17


gap between HOMO and LUMO of number 1 (C19H51HgNO17)?
3.88 eV